{
  "formula": "C42H46As2CrOP2S4Si2",
  "method": "ωB97M-V/def2-TZVPD",
  "symbols": ["C", "C", "H", "H", "C", "H", "H", "C", "C", "H", "C", "C", "H", "H", "S", "C", "H", "H", "C", "H", "C", "C", "H", "S", "C", "C", "C", "H", "C", "Cr", "H", "H", "H", "H", "C", "H", "H", "H", "C", "C", "C", "C", "H", "Si", "C", "H", "O", "H", "H", "C", "C", "H", "C", "C", "H", "P", "H", "P", "C", "C", "H", "S", "H", "H", "C", "C", "H", "As", "S", "C", "H", "H", "Si", "C", "H", "C", "C", "C", "H", "H", "H", "H", "H", "C", "H", "H", "H", "C", "C", "H", "C", "H", "As", "H", "H", "C", "H", "C", "C", "C"],
  "coordinates": [[0.290, 4.568, 0.275], [2.846, 3.664, -0.232], [-4.485, 0.506, -0.027], [-5.713, 2.599, -0.552], [-1.881, 2.610, -0.464], [2.523, -5.590, 2.595], [-4.910, -4.975, -1.070], [1.401, -3.367, 4.449], [1.792, 2.761, -0.363], [3.271, -4.193, 1.799], [-0.608, -4.632, 2.578], [2.535, 2.161, -3.207], [-1.032, 2.050, 5.524], [-3.830, -5.165, 0.326], [-0.853, -2.983, -0.796], [-2.233, 1.045, 4.052], [0.780, 1.460, 1.703], [0.669, -2.710, 4.922], [0.499, 3.269, -0.177], [4.437, 0.021, 3.617], [-3.932, 3.748, -0.845], [-1.861, 0.022, -4.757], [-1.426, -4.094, 3.062], [4.601, -3.043, -1.185], [6.063, 1.124, 0.865], [-2.725, -0.707, -3.946], [-3.942, 1.421, -0.234], [-0.464, -5.586, 3.094], [-2.294, 0.567, 2.751], [0.657, -1.190, -0.467], [-2.013, 0.056, -5.829], [1.405, -4.324, 4.981], [-3.082, 0.916, 4.713], [-3.205, 0.086, 2.406], [4.440, 0.351, -4.078], [0.887, 2.352, 3.980], [2.675, 3.026, -5.160], [-6.486, -2.517, -1.226], [-1.209, 0.692, 1.886], [-2.515, -0.768, -2.580], [2.650, 4.983, 0.139], [-4.630, 2.594, -0.539], [-0.706, 4.894, 0.528], [-4.358, -2.770, -0.044], [3.929, 0.255, -2.793], [-3.190, -1.348, -1.966], [-0.514, 2.400, -0.419], [0.196, 1.208, -2.373], [-3.561, -1.242, -4.383], [4.603, 0.358, 2.602], [4.992, 1.182, -0.011], [5.174, -0.373, -4.405], [2.976, 1.165, -2.338], [-1.455, -0.098, -1.975], [1.200, 6.433, 0.781], [2.212, 0.952, -0.674], [-4.468, 4.648, -1.120], [-1.347, 0.022, 0.065], [2.337, -4.744, 1.925], [3.988, 1.340, -4.939], [4.274, -0.549, -2.154], [0.898, -1.690, 1.841], [7.054, 1.385, 0.513], [2.053, -5.144, 0.950], [-1.087, 1.687, 4.505], [-0.013, 1.849, 3.644], [-3.180, -4.606, -1.211], [-2.191, -2.044, 0.700], [1.605, -1.858, -2.560], [-0.804, 0.699, -4.177], [-6.120, -3.519, 1.567], [-5.678, -0.945, -1.189], [0.989, -3.656, 2.640], [-5.327, -2.767, 1.580], [2.389, -2.913, 4.555], [-2.537, 3.772, -0.818], [3.531, 0.408, 1.721], [-0.082, 1.351, 2.350], [5.172, 1.487, -1.033], [-5.163, -2.173, -2.347], [-0.108, 1.264, -4.786], [-4.654, -2.987, 2.411], [-5.786, -1.793, 1.771], [3.707, 0.828, 0.406], [1.804, 2.888, -2.878], [2.561, 0.080, 2.067], [-2.009, 4.671, -1.099], [-4.047, -4.551, -0.551], [3.034, 2.246, -4.500], [3.497, 5.650, 0.229], [5.872, 0.717, 2.179], [3.855, 3.321, -0.410], [2.541, -2.899, -0.921], [4.369, 1.399, -5.951], [-0.896, -4.834, 1.545], [-0.618, 0.641, -2.798], [6.711, 0.672, 2.862], [-2.564, 1.418, -0.206], [-5.519, -2.016, -1.327], [1.368, 5.422, 0.432]],
  "mulliken_charge": [-1.11, -0.36, 0.27, 0.45, -0.33, 0.37, 0.38, -1.07, 0.06, 0.29, -0.99, -0.83, 0.36, 0.32, -0.60, -0.75, 0.48, 0.26, 0.31, 0.46, -1.10, -0.79, 0.19, -0.44, -0.91, -0.66, -0.75, 0.47, -0.91, -0.43, 0.35, 0.31, 0.42, 0.32, -0.81, 0.50, 0.45, 0.41, 0.79, -0.71, -0.94, -0.71, 0.73, 1.23, -0.07, -0.66, 0.44, -0.72, 0.37, -1.04, -0.43, 0.46, 0.88, 1.60, 0.39, 1.75, 0.40, 0.46, -1.15, -0.72, 0.38, 0.17, 0.42, 0.25, -0.92, -0.88, 0.35, 1.14, -0.33, -1.09, 0.41, 0.34, 0.40, -1.30, 0.26, -0.39, -0.41, -0.19, 0.43, 0.29, 0.45, 0.34, 0.32, 1.23, 0.35, -0.01, 0.75, -1.36, -0.59, 0.44, -0.62, 0.40, 0.52, 0.37, 0.21, 1.00, 0.39, 0.71, -1.27, -0.92],
  "total_charge": -1,
  "s2": 4.23,
  "spin_multiplicity": 4,
  "orbital_gap_ev": [5.8, 6.2],
  "relative_energy_kj_mol": 157.7
}